Version 1
A structure of composition C4H9NO3. Source: the Open Molecules 2025 dataset; level of theory: ωB97M-V/def2-TZVPD.

HOMO energy: -8.538 eV
HOMO-LUMO gap: 9.3 eV

Structure (ORCA input):
```
! wB97M-V def2-TZVPD RIJCOSX def2/J DEFGRID3
* xyz 0 1
H -1.24801 -0.87859 1.68207
H -1.69324 -1.41783 -1.88176
H 0.67312 -1.39895 1.75729
O -0.89254 -0.97917 -1.83254
H -0.79813 0.84170 3.92582
H 1.01832 1.68314 -2.95555
C 0.05159 1.09525 -2.38524
O 0.84868 0.60386 -1.22730
H -0.82856 1.62624 -2.09553
C 0.21290 0.09643 -0.27104
O 0.51888 0.51013 1.05266
H -0.20213 0.28612 -3.09756
C -0.11946 -0.55316 1.93052
C 0.27242 0.02039 3.34496
N -0.73664 -0.77766 -0.55985
H 1.53324 0.87297 3.03324
H 0.39699 -1.20319 3.89317
*
```

---

Version 2
A cluster of 2 separate species, C4H9NO3 in total. Source: the Open Molecules 2025 dataset; level of theory: ωB97M-V/def2-TZVPD.

SMILES: C=C(O)C(N)=O.CO
HOMO energy: -9.495 eV
HOMO-LUMO gap: 10.3 eV

Structure (ORCA input):
```
! wB97M-V def2-TZVPD RIJCOSX def2/J DEFGRID3
* xyz 0 1
H -0.55676 -1.88497 -1.32859
N -1.66209 1.44424 0.18869
O 1.73633 0.58049 -0.68246
H -1.60411 1.63909 1.17121
C -0.23180 -2.51366 -0.49152
C -0.61424 0.94028 -0.48450
O 0.12092 -1.73620 0.63090
C 0.79073 1.09670 0.14144
H -1.06197 -3.15325 -0.18731
C 1.08930 1.69390 1.29243
O -0.65894 0.60456 -1.65733
H 1.26166 0.34642 -1.50803
H 2.10826 1.73644 1.63507
H 0.60293 -3.13984 -0.83274
H 0.33849 2.10795 1.93830
H -2.56757 1.40803 -0.25047
H 0.90885 -1.17017 0.42492
*
```

---

Version 3
An isolated molecule of C4H9NO3. Source: the Open Molecules 2025 dataset; level of theory: ωB97M-V/def2-TZVPD.

SMILES: O=C(O)NCCCO
HOMO energy: -9.686 eV
HOMO-LUMO gap: 10.4 eV

Structure (ORCA input):
```
! wB97M-V def2-TZVPD RIJCOSX def2/J DEFGRID3
* xyz 0 1
O -1.71699 2.00296 1.20783
H -1.91383 2.93524 1.33493
N 0.72285 -0.67598 -0.06312
C -0.45080 1.65208 1.80530
O -0.25112 -1.25800 -2.00169
O 0.41855 -2.87433 -0.57313
H 0.79453 -0.99916 0.89073
C 0.65817 1.73632 0.74912
C 0.46133 0.71207 -0.35033
H 1.08247 0.96862 -1.20404
H -0.52089 0.88420 -0.77779
H -0.67273 -2.00050 -2.46718
H -0.27037 2.25431 2.68435
C 0.31598 -1.70543 -0.85539
H -0.63674 0.59518 1.98943
H 0.48028 2.70387 0.27649
H 1.63534 1.57537 1.20251
*
```

---

Most stable of them? version 3.

---

Version 1
An isolated molecule of C3H7NO2S. Source: the Open Molecules 2025 dataset; level of theory: ωB97M-V/def2-TZVPD.

SMILES: O=C(O)NCCS
HOMO energy: -9.422 eV
HOMO-LUMO gap: 10.1 eV

Structure (ORCA input):
```
! wB97M-V def2-TZVPD RIJCOSX def2/J DEFGRID3
* xyz 0 1
H 0.91083 0.12148 -2.15140
H -1.06489 -0.97046 -0.03649
H -0.62020 -2.21861 3.04299
C 0.50086 0.63813 0.02494
O -1.00923 -1.74879 2.29729
H 0.38138 1.69448 0.44584
O 0.82052 -0.39457 2.35502
H 1.56258 0.49884 0.26299
S -1.41252 0.70909 -2.02456
H 0.80920 1.98766 -1.75123
H -0.92691 0.27106 -3.14064
C 0.44728 0.88833 -1.53649
C -0.12703 -0.83849 1.78516
N -0.27187 -0.63815 0.42656
*
```

---

Version 2
An isolated molecule of C3H7NO2S. Source: the Open Molecules 2025 dataset; level of theory: ωB97M-V/def2-TZVPD.

HOMO energy (alpha / beta): -9.947 / -9.947 eV
HOMO-LUMO gap (alpha / beta): 8.2 / 8.2 eV

Structure (ORCA input):
```
! wB97M-V def2-TZVPD RIJCOSX def2/J DEFGRID3
* xyz 0 1
H -1.62544 -1.71638 0.87653
O 1.23989 -1.63668 -1.57104
H 0.42661 -0.55848 1.62441
O 0.82999 -3.25652 0.31891
H 0.37330 0.26904 -1.25387
H 1.29065 0.98243 0.14930
S 1.26632 -1.96634 -0.17278
H 0.19737 2.73213 -0.44693
C 0.28600 0.75016 -0.24718
H -1.40954 1.94032 -0.91807
N -1.22517 -0.99775 0.36773
H -1.00299 2.03663 0.86253
C -0.06309 -0.53299 0.56364
C -0.58390 1.95442 -0.15318
*
```

---

Version 3
An isolated molecule of C3H7NO2S. Source: the Open Molecules 2025 dataset; level of theory: ωB97M-V/def2-TZVPD.

SMILES: N[C@H](CS)C(=O)O
HOMO energy: -9.312 eV
HOMO-LUMO gap: 10.0 eV

Structure (ORCA input):
```
! wB97M-V def2-TZVPD RIJCOSX def2/J DEFGRID3
* xyz 0 1
S 2.47420 0.20550 0.03219
N -0.03854 -1.52867 -0.84954
H -0.07207 0.46380 -1.37670
O -2.26143 -0.76990 0.55187
H 0.61973 -0.22935 1.49429
H 2.99177 1.20630 0.75278
O -2.05042 1.31968 -0.20688
H -2.95500 1.35988 0.15436
C -0.19162 -0.14977 -0.49414
H 0.54113 1.43008 0.82389
C -1.60812 0.06794 0.00043
H 0.89123 -1.77372 -1.16330
C 0.74906 0.38115 0.59836
H -0.27961 -2.15619 -0.08959
*
```

---

Version 4
An isolated molecule of C3H7NO2S. Source: the Open Molecules 2025 dataset; level of theory: ωB97M-V/def2-TZVPD.

SMILES: N[C@@H](CS)C(=O)O
HOMO energy: -9.154 eV
HOMO-LUMO gap: 9.7 eV

Structure (ORCA input):
```
! wB97M-V def2-TZVPD RIJCOSX def2/J DEFGRID3
* xyz 0 1
O -0.40536 -0.24385 2.12134
C -0.49716 -0.62877 -0.97464
O -1.29081 1.60536 1.23862
N 1.61275 -0.22227 0.22503
H 1.46526 -0.87628 0.98561
H 0.37689 1.32066 -0.62069
H 2.24907 0.48704 0.57909
S -1.04650 0.11340 -2.55802
H -1.01522 0.02266 2.82151
C -0.52125 0.68845 1.14315
H 0.03166 -0.29198 -3.23812
H -1.40338 -0.88653 -0.43205
H 0.13232 -1.46566 -1.20067
C 0.31173 0.37778 -0.09017
*
```

---

Most stable of them? version 3.

---

Version 1
An isolated molecule of C3H7NO2S. Source: the Open Molecules 2025 dataset; level of theory: ωB97M-V/def2-TZVPD.

SMILES: O=C(O)NCCS
HOMO energy: -9.293 eV
HOMO-LUMO gap: 10.0 eV

Structure (ORCA input):
```
! wB97M-V def2-TZVPD RIJCOSX def2/J DEFGRID3
* xyz 0 1
C -1.18045 -0.91846 -1.34126
O -1.43359 -2.24705 -1.56548
C 0.53693 0.53148 -0.32558
H -0.32281 1.19727 -0.24756
H 1.37879 1.04584 -0.79168
H 2.13574 1.13166 3.01302
S 1.41879 1.66565 2.00706
H 0.82069 -1.05417 -1.65191
N 0.10335 -0.65049 -1.05501
C 0.97670 0.13276 1.08912
H -2.41278 -2.23214 -1.64942
H 1.79289 -0.58884 1.08559
O -2.12209 -0.18005 -1.22032
H 0.10547 -0.28672 1.59493
*
```

---

Version 2
A cluster of 2 separate species, C3H7NO2S in total. Source: the Open Molecules 2025 dataset; level of theory: ωB97M-V/def2-TZVPD.

HOMO energy (alpha / beta): -9.358 / -7.483 eV
HOMO-LUMO gap (alpha / beta): 9.4 / 5.9 eV

Structure (ORCA input):
```
! wB97M-V def2-TZVPD RIJCOSX def2/J DEFGRID3
* xyz 0 1
H 0.51638 0.79528 -0.24801
C -1.30338 -0.01169 -0.79979
O -0.40341 -0.17048 1.40195
H 0.96676 -1.61443 1.92962
H 1.59737 -0.00480 1.79863
N -2.49466 -0.11152 -0.61166
H 0.46187 -0.44015 3.31135
H -3.30484 0.16333 -1.18415
S 0.60578 0.93286 -3.37725
H 0.37261 -0.93373 -0.26284
C 0.71299 -0.55829 2.16781
O -0.88477 0.98583 -4.11245
C -0.13453 -0.12519 0.02727
H -1.50775 1.07755 -3.37127
*
```

---

Most stable of them? version 1.

---

Version 1
A cluster of 21 separate species, H43O21 in total. Source: the Open Molecules 2025 dataset; level of theory: ωB97M-V/def2-TZVPD.

HOMO energy: -11.881 eV
HOMO-LUMO gap: 9.0 eV

Structure (ORCA input):
```
! wB97M-V def2-TZVPD RIJCOSX def2/J DEFGRID3
* xyz 1 1
H -0.50643 -5.11938 1.12006
H -3.66873 0.64316 3.93084
H 4.63720 0.03650 -2.83683
H 3.23932 -2.33331 1.87949
O 2.04944 -3.32752 0.78287
H 1.35652 -0.08120 1.30623
H 0.98977 2.00238 3.20837
H 3.27196 -2.47127 -0.55984
H -0.37355 -4.12004 -0.19058
O -1.67861 0.27660 2.26114
H -2.03976 3.48886 2.41766
O 3.96803 -0.35270 -3.55422
H 3.88913 -1.12447 -0.94385
H -1.50083 -1.89723 0.88691
H -1.10202 1.02345 2.04180
O 0.22370 -0.20301 -1.69066
H 3.26856 2.21927 -2.72948
H -0.14575 -2.87444 -2.83063
O -0.57911 -4.22789 0.78710
O 2.33644 3.01008 1.03396
H 1.45604 0.42830 -4.27189
O 0.09422 2.29229 3.72087
O 3.86107 1.91449 -2.06391
O -4.12562 0.02502 -0.16433
H -1.17919 5.20261 0.20843
H -0.48640 -1.07713 0.18922
O 3.95076 -2.52479 2.47949
O -0.08945 1.35394 0.44521
H -3.80453 -0.33343 2.72304
O -0.51417 -3.82636 -2.76789
H 0.16144 3.17816 3.87847
H 1.64006 -2.68983 0.36447
H -0.37453 -0.97544 -2.02742
H -3.22417 -2.00091 -1.93093
H 2.66098 3.63448 1.63541
H 3.51457 2.27025 -1.27505
H 0.54108 0.02911 -2.54882
H -2.91870 3.05491 1.28100
H -1.98998 -0.29534 0.66501
O -4.29367 2.61221 0.00123
H -3.22024 -2.46041 -3.37435
H -3.67145 0.65137 0.07495
H 2.42130 -3.78060 0.14802
H -5.16253 2.61820 0.43245
O -1.52371 -1.16332 0.18407
H 0.16423 1.35987 -0.52280
O 1.80012 -0.75602 0.71894
H -1.21830 -3.65663 -2.19573
O -0.66666 4.43795 0.38313
O -2.19938 2.81392 1.84963
O 4.20752 -2.07914 -0.51165
O -4.17974 0.48650 3.11336
H 0.25047 2.22064 0.74602
H -5.02362 0.36159 -0.07481
H 1.91606 -0.32167 -0.19920
H -1.35890 3.81459 0.61989
O 0.54861 0.61387 -4.01811
H 0.11182 0.70277 -4.78618
H 1.64783 3.44654 0.61997
H -4.39117 2.57105 -0.88919
H 4.13536 -1.30069 -3.51023
H -2.33265 0.73030 2.77120
H 4.70747 -2.20426 2.04355
O -2.72573 -1.94746 -2.67703
*
```

---

Version 2
A cluster of 21 separate species, H43O21 in total. Source: the Open Molecules 2025 dataset; level of theory: ωB97M-V/def2-TZVPD.

HOMO energy: -12.692 eV
HOMO-LUMO gap: 9.8 eV

Structure (ORCA input):
```
! wB97M-V def2-TZVPD RIJCOSX def2/J DEFGRID3
* xyz 1 1
H 4.94783 1.84924 -1.76099
O 0.68189 -3.07978 -1.85807
H 2.48596 3.61171 0.22476
O 3.02922 2.82916 0.56288
H -3.31986 1.20151 -2.77947
H 3.24356 -2.25946 -3.22127
H 0.02805 3.96955 0.38546
O -2.00233 -3.15640 -2.15477
H -4.38856 2.27935 0.98464
H -1.43635 -1.79144 2.69011
H -0.24326 1.72390 1.72690
O -1.60534 -1.23018 -0.83227
H 2.73117 2.19012 -0.06844
O 0.58770 4.62119 -0.09442
H -2.22087 -1.57250 0.03141
H -5.30455 -1.09867 -1.07455
H -3.71543 -0.00001 -3.40865
H 3.71206 -2.49364 0.98919
H -1.47823 -0.18327 -0.75320
H 4.17343 1.63942 3.45497
H -0.49651 0.43211 -3.61493
H -5.27767 1.96110 -0.30176
H -2.49569 -2.82640 1.80428
H 1.98100 0.69983 3.43948
H 4.92318 0.36526 -2.15640
H 2.97935 -0.98946 -4.05074
O 2.56737 -1.61612 -3.48223
O 1.32511 0.00652 3.53366
H 1.55306 -0.37897 1.16753
O 3.21965 1.74975 3.59659
H 0.91379 5.11683 0.64629
O -0.71207 -1.53023 3.27376
H -3.91810 -2.22589 1.10259
O -2.98272 -2.33978 1.12995
O 1.05308 4.43188 2.10487
O -1.87341 1.27916 -0.83621
H 0.89470 -3.44531 -2.70268
H 1.03631 -4.02774 0.52397
H 0.16973 -0.50891 1.83621
H -1.74039 -2.93217 -3.07122
H -2.16919 -1.61526 -1.66157
H 1.73639 -0.84977 3.50079
H -0.11194 -2.28556 3.04281
H 3.01028 2.21919 2.74809
O 0.05300 -0.10645 -4.26784
H -4.81780 -0.12674 -0.03718
H 0.70576 0.56803 -4.44296
O -4.51816 -0.86648 -0.55277
H 3.30544 -1.20928 0.20900
O -3.14910 0.74274 -3.59964
O 1.80636 -4.31614 1.01281
O 4.53570 1.02566 -1.51003
H 0.67515 -2.11394 -1.90139
O 3.28496 -1.59277 1.08593
O 0.59649 -0.25753 1.00307
H -1.41125 1.72522 -1.55683
H 1.87346 -5.24296 0.80184
H -1.60909 1.62330 0.01789
H -1.12933 -3.37181 -1.65938
H -1.42527 1.78638 2.80905
H 1.52637 3.85599 2.82691
O -0.94774 2.24152 2.13448
O -4.99859 1.65459 0.55474
H 0.15222 4.24082 2.45494
*
```

---

Most stable of them? version 2.